ORCA calculation (the ωB97M-V functional and the def2-TZVPD basis) on C38H34BrF4N2PY as an isolated structure.

Geometry (Å):
Y -0.017 -0.639 0.190
C -2.768 -1.647 -0.273
C -2.651 -2.657 0.837
C -3.737 -2.975 1.635
C -3.596 -3.902 2.662
C -2.375 -4.512 2.900
C -1.256 -4.245 2.110
C 0.035 -4.942 2.403
C -1.436 -3.321 1.074
N -0.373 -2.911 0.208
C 0.342 -3.676 -0.537
C 0.181 -5.139 -0.707
C 1.373 -2.949 -1.388
C 2.472 -3.734 -1.998
N 1.188 -1.674 -1.504
C 1.981 -0.844 -2.374
C 2.676 0.215 -1.780
C 2.597 0.490 -0.306
C 3.441 1.048 -2.581
C 3.475 0.855 -3.959
C 2.707 -0.138 -4.534
C 1.926 -1.004 -3.765
C 0.989 -1.950 -4.457
H -2.454 -0.626 0.053
H -3.809 -1.446 -0.524
H -2.276 -1.946 -1.206
H -4.699 -2.517 1.444
H -4.447 -4.157 3.279
H -2.285 -5.230 3.706
H 0.206 -4.975 3.478
H 0.898 -4.459 1.947
H 0.004 -5.976 2.056
H -0.753 -5.483 -0.269
H 1.009 -5.680 -0.243
H 0.200 -5.385 -1.770
H 2.826 -4.489 -1.296
H 3.293 -3.086 -2.301
H 2.123 -4.275 -2.880
H 2.703 -0.400 0.329
H 1.721 1.113 -0.010
H 3.407 1.148 0.013
H 4.013 1.848 -2.131
H 4.082 1.497 -4.582
H 2.695 -0.247 -5.610
H 1.175 -1.932 -5.528
H -0.049 -1.643 -4.306
H 1.073 -2.987 -4.141
F -0.625 -2.568 7.185
C -0.681 -1.781 6.143
C -1.579 -0.721 6.105
F -2.378 -0.495 7.116
C -1.618 0.104 4.980
F -2.465 1.121 4.980
C -0.805 -0.111 3.874
P -0.810 0.979 2.420
C -2.531 1.269 1.930
C -3.574 0.444 2.354
C -4.855 0.640 1.863
C -5.102 1.645 0.935
C -4.066 2.464 0.503
C -2.783 2.281 0.996
C -0.068 2.539 2.900
C -0.833 3.544 3.496
C -0.220 4.713 3.909
C 1.149 4.885 3.734
C 1.914 3.886 3.147
C 1.308 2.713 2.727
C 0.098 -1.173 3.959
Br 1.429 -1.486 2.610
C 0.175 -2.002 5.060
F 1.049 -2.994 5.110
H -3.400 -0.332 3.089
H -5.671 0.028 2.222
H -6.106 1.804 0.565
H -4.261 3.263 -0.199
H -1.992 2.955 0.685
H -1.899 3.419 3.636
H -0.807 5.493 4.371
H 1.620 5.802 4.059
H 2.979 4.021 3.019
H 1.917 1.922 2.292

Forces on the atoms, in the same order (eV/Å):
Y -0.4050 -0.2179 0.3834
C -0.0534 0.2808 -0.1025
C 0.0547 -0.1152 0.2324
C 0.0374 -0.0429 0.0311
C 0.0199 0.0163 -0.0240
C 0.0034 0.0441 -0.0447
C -0.3321 0.1175 -0.0281
C 0.1434 -0.0328 0.0449
C 0.1707 0.0259 -0.1018
N 0.3926 -0.0910 -0.2146
C -0.0884 0.1338 0.0064
C -0.0943 -0.0175 0.0072
C -0.1237 0.1589 -0.1124
C 0.0336 0.0813 -0.0421
N 0.1640 -0.3459 0.0663
C -0.1067 0.0196 -0.2220
C 0.0560 0.0844 -0.1881
C 0.0630 0.1137 0.2958
C -0.0041 -0.0614 -0.2364
C 0.0351 0.0733 0.2552
C -0.1037 -0.1513 0.0589
C 0.1809 0.2146 0.0510
C -0.0976 -0.1152 -0.0411
H -0.0213 0.0169 -0.0615
H 0.0086 -0.0621 -0.0194
H 0.0060 0.0034 0.0269
H -0.0174 0.0159 0.0021
H -0.0207 0.0063 -0.0066
H 0.0080 0.0017 0.0104
H 0.0154 -0.0334 0.0276
H 0.0177 0.0107 0.0141
H 0.0042 -0.0199 0.0110
H 0.0216 -0.0124 -0.0147
H 0.0089 -0.0030 0.0064
H -0.0068 -0.0225 -0.0105
H 0.0359 0.0118 0.0352
H -0.0045 -0.0096 -0.0363
H -0.0105 -0.0254 -0.0059
H -0.0780 -0.0024 -0.0371
H -0.0519 -0.0913 -0.0181
H 0.0332 -0.0575 -0.0119
H 0.0252 0.0339 0.0066
H 0.0033 0.0272 0.0084
H -0.0005 -0.0101 -0.0182
H -0.0245 -0.0131 -0.0110
H 0.0077 -0.0018 0.0016
H 0.0414 -0.0314 0.0204
F 0.0006 -0.0538 0.0817
C 0.0496 0.0908 -0.2456
C 0.1393 0.0321 -0.2397
F -0.0530 0.0053 0.0782
C 0.1294 -0.1574 0.0306
F -0.0445 0.0623 0.0794
C 0.0689 -0.0679 0.0242
P -0.0112 0.2222 -0.0133
C -0.0508 -0.1680 0.0888
C 0.0623 0.0358 0.0147
C -0.0476 0.0416 -0.0572
C 0.0006 -0.0208 0.0252
C 0.0025 0.0368 -0.0249
C 0.0898 -0.0340 -0.0483
C -0.0160 0.0937 0.0305
C -0.0237 -0.0525 -0.0380
C 0.0779 0.0533 0.0061
C -0.0258 -0.0169 -0.0101
C 0.0042 -0.0077 -0.0131
C 0.0360 -0.1117 -0.0095
C -0.0163 -0.0067 0.0728
Br -0.0576 -0.0319 0.0818
C -0.1276 0.1068 0.0327
F -0.0316 0.0029 0.0304
H -0.0031 -0.0344 -0.0257
H -0.0020 -0.0142 0.0100
H -0.0087 0.0053 -0.0063
H -0.0066 -0.0012 -0.0091
H 0.0147 0.0046 0.0130
H -0.0191 -0.0242 -0.0022
H -0.0206 0.0187 0.0066
H 0.0092 0.0059 0.0086
H 0.0096 0.0075 0.0056
H -0.0755 0.0727 0.0281

Output
total charge = +3
energy above the lowest of the compared OMol25 structures with the same formula, charge and spin = 15.67 kJ/mol
highest occupied orbital energy = -16.619 eV
2S+1 = 1
gap between HOMO and LUMO = 6.48 eV
LUMO level = -10.136 eV
F_max = 0.6 eV Å⁻¹



ORCA calculation (the ωB97M-V functional and the def2-TZVPD basis) on C45H51F3N2O3PtSSb3 as an isolated structure.

Geometry (Å):
Pt -0.320 1.053 -0.138
C 3.447 0.498 -1.741
Sb 2.291 1.266 -0.141
C 3.039 3.244 0.020
C 3.248 0.346 1.568
C 3.471 1.292 2.700
C 4.665 2.003 2.780
C 4.898 2.913 3.796
C 3.929 3.122 4.767
C 2.749 2.404 4.716
C 2.504 1.485 3.697
C 1.229 0.708 3.722
Sb -0.328 1.564 2.510
C -2.009 1.178 3.774
C -0.040 3.623 2.955
H 4.493 0.687 -1.512
H 3.193 0.998 -2.673
H 3.286 -0.571 -1.849
H 3.974 3.221 0.572
H 2.336 3.891 0.539
H 3.209 3.622 -0.985
H 4.187 -0.054 1.190
H 2.627 -0.498 1.860
H 5.430 1.829 2.032
H 5.834 3.450 3.835
H 4.103 3.823 5.570
H 2.009 2.538 5.495
H 0.806 0.705 4.728
H 1.356 -0.327 3.408
H -1.781 1.594 4.753
H -2.190 0.112 3.869
H -2.901 1.658 3.383
H -0.254 3.768 4.011
H -0.706 4.250 2.369
H 0.994 3.896 2.761
N -0.730 3.409 -0.788
C 0.015 3.433 -2.014
C 0.964 4.396 -2.294
C 1.836 4.196 -3.361
C 1.735 3.067 -4.149
C 0.691 2.180 -3.955
C -0.166 2.353 -2.886
S 2.985 2.639 -5.375
O 4.124 3.429 -4.961
O 3.105 1.206 -5.130
O 2.361 2.996 -6.626
H -0.543 4.201 -0.183
H -1.727 3.376 -0.983
H 1.084 5.248 -1.639
H 2.647 4.883 -3.559
H 0.607 1.331 -4.616
H -0.984 1.655 -2.728
C 0.255 -1.256 -3.620
C 0.365 -2.689 -3.186
C 0.757 -3.668 -4.096
C 0.862 -4.995 -3.716
C 0.588 -5.375 -2.411
C 0.210 -4.415 -1.487
C 0.091 -3.089 -1.879
Sb -0.459 -1.688 -0.377
C -2.435 -2.266 0.225
C -2.878 -1.696 1.415
C -4.140 -1.946 1.919
C -4.995 -2.774 1.207
C -4.583 -3.300 -0.003
C -3.315 -3.050 -0.528
C -3.003 -3.601 -1.890
C 1.035 -2.420 0.981
C 2.269 -2.478 0.330
C 3.413 -2.906 0.981
C 3.329 -3.282 2.312
C 2.108 -3.235 2.961
C 0.945 -2.819 2.314
C -0.346 -2.817 3.081
H 0.493 -1.142 -4.675
H 0.937 -0.610 -3.061
H -0.761 -0.874 -3.471
H 0.985 -3.381 -5.114
H 1.166 -5.737 -4.441
H 0.675 -6.409 -2.111
H 0.016 -4.707 -0.461
H -2.215 -1.038 1.965
H -4.457 -1.501 2.851
H -5.986 -2.988 1.581
H -5.267 -3.915 -0.575
H -3.928 -3.798 -2.427
H -2.446 -4.535 -1.832
H -2.406 -2.914 -2.490
H 2.347 -2.206 -0.717
H 4.354 -2.953 0.451
H 4.207 -3.624 2.840
H 2.043 -3.550 3.994
H -0.241 -3.375 4.009
H -1.159 -3.262 2.508
H -0.648 -1.800 3.347
F -7.174 -0.479 -1.685
C -6.850 0.462 -0.795
F -7.500 1.585 -1.126
F -7.316 0.072 0.402
C -5.357 0.697 -0.740
C -4.829 1.510 0.255
C -3.462 1.674 0.305
N -2.623 1.089 -0.557
C -3.148 0.353 -1.535
C -4.506 0.126 -1.667
H -5.466 1.991 0.984
H -3.007 2.295 1.068
H -2.448 -0.084 -2.238
H -4.878 -0.494 -2.468

Forces on the atoms, in the same order (eV/Å):
Pt -0.0247 0.1372 0.1146
C -0.0554 0.0051 0.0468
Sb 0.2938 0.0310 -0.0869
C 0.0255 -0.0237 -0.0551
C -0.1448 -0.0454 0.0179
C -0.0683 0.0571 0.0620
C 0.0211 0.0382 0.0104
C 0.0110 0.0177 0.0179
C 0.0523 0.0303 0.0038
C 0.0216 -0.0081 -0.0304
C 0.1268 0.0380 -0.0326
C -0.2034 -0.0709 0.0259
Sb -0.0538 -0.2240 -0.2492
C 0.0534 0.0519 -0.0619
C -0.0018 -0.0827 -0.0145
H 0.0635 0.0170 0.0406
H -0.0575 0.0496 -0.2013
H -0.0092 -0.0295 -0.0191
H 0.0535 -0.0012 0.0309
H -0.0471 0.0104 0.0191
H 0.0004 -0.0026 -0.0192
H 0.0269 0.0411 -0.0157
H 0.0633 0.0399 -0.0423
H 0.0278 -0.0020 -0.0202
H 0.0406 0.0256 0.0031
H 0.0104 0.0241 0.0232
H -0.0485 0.0069 0.0435
H -0.0030 -0.0099 -0.0082
H -0.0177 -0.0300 -0.0095
H 0.0136 0.0152 0.0464
H 0.0126 -0.0755 0.0038
H -0.0684 0.0189 -0.0213
H 0.0155 0.0346 0.0557
H -0.0527 0.0103 -0.0475
H 0.0545 0.0051 -0.0317
N -0.3518 -0.0903 0.0452
C 0.0013 -0.1207 -0.1671
C 0.1168 -0.1766 0.1286
C 0.0250 0.1230 0.1470
C 0.0988 -0.0556 -0.1783
C -0.0983 -0.0254 0.1485
C -0.0676 -0.0549 0.0511
S -0.4113 0.1217 0.2918
O 0.1695 -0.0075 -0.0558
O 0.1558 -0.1490 -0.0024
O 0.1358 -0.0494 -0.1681
H 0.1106 0.0400 -0.1211
H 0.0727 0.0752 0.1264
H 0.0035 0.1017 0.0479
H 0.0315 0.0891 -0.0007
H -0.0555 -0.0441 -0.0529
H -0.0338 0.0082 0.0392
C -0.0100 0.0369 -0.0422
C -0.0006 -0.0313 -0.0224
C -0.0090 -0.0019 -0.0075
C 0.0037 -0.0108 -0.0303
C -0.0004 -0.0329 0.0497
C 0.0381 -0.0436 0.0291
C 0.0634 0.3416 -0.0565
Sb 0.0469 0.1585 0.4971
C 0.1130 -0.0151 -0.0833
C 0.0006 0.1250 0.0353
C -0.0092 0.0416 0.0046
C -0.0146 0.0228 -0.0093
C -0.0523 0.0007 -0.0175
C -0.0206 -0.0260 -0.0468
C -0.0238 -0.0286 -0.0805
C -0.0365 -0.1164 -0.2648
C 0.0151 -0.0736 -0.0409
C -0.0019 -0.0579 0.0082
C 0.0266 0.0116 -0.0399
C -0.0010 -0.0135 0.0212
C -0.0541 0.0831 0.0973
C -0.0598 -0.0350 0.0244
H 0.0497 0.0199 -0.0196
H 0.0046 0.0227 -0.0170
H 0.0028 0.0090 -0.0060
H 0.0104 0.0225 -0.0364
H 0.0157 -0.0332 -0.0319
H 0.0044 -0.0401 0.0136
H -0.0020 -0.0087 0.0293
H 0.0023 0.0357 0.0171
H -0.0157 0.0325 0.0593
H -0.0594 -0.0141 0.0247
H -0.0133 -0.0164 -0.0149
H -0.0318 -0.0298 -0.0241
H 0.0165 -0.0178 -0.0196
H -0.0143 0.0044 -0.0209
H -0.0206 -0.0375 -0.0331
H 0.0328 0.0007 -0.0214
H 0.0514 -0.0181 0.0298
H -0.0062 -0.0159 0.0574
H -0.0027 -0.0038 0.0336
H 0.0416 -0.0009 0.0355
H -0.0095 0.0084 0.0040
F 0.0850 0.0029 -0.0076
C -0.2177 -0.0188 0.0147
F 0.1007 0.0203 -0.0109
F 0.1195 0.0059 0.0038
C 0.0384 0.0005 0.0210
C -0.0423 -0.0739 -0.0662
C 0.0289 0.0244 0.0681
N -0.0799 0.0127 -0.0093
C 0.0170 -0.0766 -0.0438
C -0.0802 0.0287 0.0720
H -0.0245 0.0079 0.0188
H -0.0150 -0.0109 -0.0025
H -0.0126 -0.0349 0.0111
H -0.0228 -0.0280 -0.0314

Output
total charge = +1
energy above the lowest of the compared OMol25 structures with the same formula, charge and spin = 0.00 kJ/mol
⟨S²⟩ = 2.01
highest occupied orbital energy (alpha / beta) = -9.850 / -9.847 eV
2S+1 = 3
gap between HOMO and LUMO (alpha / beta) = 6.50 / 4.83 eV
LUMO level (alpha / beta) = -3.347 / -5.014 eV
F_max = 0.5 eV Å⁻¹